Here is C36H46BBr63N3O4 as an isolated structure in a non-equilibrium geometry from the OMol25 dataset. Energies are from wB97M-V/def2-TZVPD.

Computed properties:
Net charge: +1
Energy (eV): -4464074.509
Gap between HOMO and LUMO (eV): 7.22
Largest force on an atom (eV Å⁻¹): 5.2
E_LUMO (eV): -4.0
HOMO level (eV): -11.223

Element x y z (Å)
Br -7.86 -3.56 -4.20
Br -8.96 -9.31 -2.73
Br 0.31 7.70 -4.00
Br 5.95 2.83 8.48
Br -14.67 -7.93 0.43
Br -0.64 6.57 -0.49
Br 9.46 -3.46 5.83
Br -12.56 -12.00 -0.80
Br -6.68 -11.06 -1.30
Br -1.24 7.59 -6.81
Br 7.91 13.57 2.31
Br 2.71 6.50 1.37
Br 9.70 -2.29 2.85
Br -10.21 -13.94 -1.85
Br 3.32 1.17 7.69
Br -3.29 -1.40 -8.01
Br 4.15 -4.23 2.14
Br -0.24 0.66 9.56
Br -0.91 5.39 2.49
Br 8.25 11.72 -0.29
Br 4.37 -5.31 6.88
Br -3.23 -6.67 -4.05
Br -9.64 -6.14 -4.89
Br 3.62 -3.90 -1.01
Br 1.74 7.71 4.19
Br 6.59 0.40 -8.06
Br -9.02 -9.74 0.45
Br 7.59 -4.62 3.49
Br 5.82 -2.45 7.00
Br 6.53 -3.30 0.19
Br -3.65 9.00 0.38
Br 2.83 5.71 -8.38
Br 6.85 3.32 -2.53
Br -2.83 4.31 0.15
Br 4.47 5.81 -5.62
Br -7.63 -6.19 -2.38
Br 5.90 4.29 0.37
Br -4.37 -4.26 1.36
Br 7.85 1.74 0.10
Br 5.69 1.52 5.56
Br -2.11 -0.30 -5.23
Br -6.26 -6.72 2.18
Br -3.49 -3.81 -2.62
Br 10.34 11.48 2.15
Br -1.24 9.84 -1.58
Br -0.78 -2.85 -6.65
Br -4.19 9.36 -2.76
Br -4.42 -4.17 -5.68
Br 7.13 8.62 1.75
Br -0.69 2.56 12.11
Br -12.00 -6.30 1.15
Br -2.57 6.29 -4.20
Br 8.21 2.60 -6.37
Br -11.37 -14.29 1.13
Br 5.07 2.16 -5.84
Br 3.17 -2.82 5.24
Br 5.98 7.69 -1.10
Br 1.82 0.55 12.02
Br 1.17 9.32 1.47
Br -4.43 -6.92 -0.45
Br -12.37 -7.55 -1.78
Br 8.93 6.79 -0.19
Br 1.60 4.39 -5.73
O 0.01 -1.04 3.46
O 1.72 -1.52 2.03
O -2.58 1.39 -2.89
O 2.33 -0.56 -1.07
N 1.75 1.03 0.55
N -2.54 -1.79 -1.37
N -3.92 1.67 -0.78
C -0.16 -4.19 1.02
C 8.52 -3.07 4.18
C 3.30 1.63 -1.63
C -3.14 9.95 -1.24
C -0.56 -1.46 0.94
C -0.87 -2.88 0.40
C -11.77 -13.77 -0.70
C -0.36 -6.53 -0.19
C 6.75 1.33 -6.36
C 2.46 0.65 -0.70
C 7.56 8.17 -0.09
C -5.44 -5.75 0.72
C 9.16 12.65 1.15
C 2.72 5.80 -6.44
C -8.54 -10.51 -1.26
C 0.61 1.66 10.98
C -1.71 -1.17 -6.91
C -4.23 -5.02 -3.95
C -12.77 -7.74 0.11
C -2.24 -0.44 -0.90
C 1.82 2.72 2.55
C 0.52 1.75 0.10
C 5.23 1.36 7.44
C -0.83 1.23 0.85
C 4.77 -3.67 5.93
C 0.48 -1.35 2.14
C -1.42 7.69 -4.89
C 0.40 -5.12 -0.19
C -8.79 -5.10 -3.49
C 7.33 3.46 -0.65
C -1.25 -0.21 0.26
C 2.61 1.85 1.46
C -1.84 5.83 0.84
C 4.62 -3.27 0.52
C -1.90 -2.99 -0.78
C 2.37 8.11 2.40
B -2.91 0.89 -1.58
H 5.69 0.45 7.81
H 4.34 -2.22 0.68
H 4.41 1.43 -1.43
H 3.03 1.58 -2.74
H -1.90 8.64 -4.66
H 0.26 -4.60 -1.20
H 6.98 0.58 -5.61
H -2.57 6.60 1.08
H 2.51 2.84 3.46
H -6.25 -5.33 0.13
H -0.93 -4.78 1.66
H -12.29 -8.66 0.44
H -9.14 -11.40 -1.40
H -9.58 -4.72 -2.85
H 3.35 2.55 0.93
H 3.11 2.71 -1.26
H -3.41 1.45 -3.40
H -0.45 -6.87 0.91
H -0.93 -0.76 3.42
H 0.86 2.24 2.93
H -0.66 1.06 1.98
H 2.24 6.74 -6.19
H -12.51 -14.47 -1.07
H -1.39 -6.51 -0.68
H 7.97 9.06 -0.55
H 1.22 2.44 10.52
H 1.53 -5.34 -0.07
H -1.65 2.02 0.76
H -4.77 1.85 -1.33
H 0.74 -3.94 1.68
H 9.79 13.42 0.69
H -2.12 -4.06 -1.18
H -1.03 -0.52 -7.46
H 0.26 -7.34 -0.71
H -3.23 -1.97 -2.16
H -5.24 -5.27 -3.61
H 0.61 2.89 0.08
H 5.38 -3.95 5.07
H 1.68 3.78 2.13
H 0.36 1.44 -1.01
H -4.17 1.10 0.05
H -3.38 11.00 -1.08
H 3.27 1.10 2.05
H 8.19 4.11 -0.58
H 3.32 8.63 2.51
H 7.77 -2.32 4.41

These are the Mulliken partial charges, in e, on atoms 1 to 2:
1 Br -0.049
2 Br -0.008



Here is C4H5PS as an isolated structure in a non-equilibrium geometry from the OMol25 dataset. Energies are from wB97M-V/def2-TZVPD.

Computed properties:
Net charge: 0
Energy (eV): -24347.535
Gap between HOMO and LUMO (spin up / spin down) (eV): 6.66 / 6.70
Largest force on an atom (eV Å⁻¹): 4.9
Energy relative to the best compared isomer or geometry (same formula, charge and spin) (kJ/mol): 363.3
E_LUMO (spin up / spin down) (eV): -1.4 / -1.4
HOMO level (spin up / spin down) (eV): -8.091 / -8.090

Element x y z (Å)
S -1.52 0.55 1.25
P -1.41 -1.63 -0.49
C 0.14 0.90 1.09
C 0.82 0.49 -0.08
C -2.51 -0.58 0.39
C 0.15 -0.79 -0.78
H 0.93 1.38 -0.78
H 0.13 -0.48 -1.81
H 0.47 1.47 1.87
H 1.96 0.26 0.01
H 0.83 -1.58 -0.67

These are the natural (NBO) partial charges, in e, on atoms 1 to 2:
1 S 0.571
2 P 0.701



Here is C21H32BBeBr3Cl3F6KMgN2O7S as an isolated structure in a non-equilibrium geometry from the OMol25 dataset. Energies are from wB97M-V/def2-TZVPD.

Computed properties:
2S+1: 2
Net charge: +1
Energy (eV): -337269.621
Gap between HOMO and LUMO (spin up / spin down) (eV): 1.55 / 1.58
Largest force on an atom (eV Å⁻¹): 10.1
E_LUMO (spin up / spin down) (eV): -6.7 / -6.7
⟨S²⟩: 0.753
HOMO level (spin up / spin down) (eV): -8.261 / -8.261

Element x y z (Å)
Br 1.72 5.92 -1.74
Br 8.73 2.44 -4.43
Br 5.71 3.14 -2.43
K -5.26 -4.51 -2.39
Cl 2.02 0.07 -3.78
Cl -4.67 -3.81 -0.16
Cl -0.56 1.84 -4.57
S -0.57 3.94 -1.53
Mg 2.57 3.22 -2.71
F -0.73 -2.58 -0.75
F -1.33 -3.70 1.19
F -1.11 -1.38 1.20
F -2.00 0.18 2.46
F -1.10 4.88 -2.79
F -2.91 -2.38 0.08
O -3.71 1.69 -6.06
O 2.70 -1.68 6.32
O -2.44 0.02 -0.85
O -5.11 2.06 -11.16
O -2.83 1.34 -0.70
O 0.95 4.24 -1.29
O -1.30 4.37 -0.30
N -0.89 2.25 -1.72
N 1.36 -1.77 6.19
C 1.03 0.87 -2.47
C 1.17 -4.19 6.86
C -4.79 1.98 -9.99
C -5.24 1.11 -7.75
C -3.23 2.56 -8.20
C 1.48 0.68 -0.93
C -3.58 2.65 -9.48
C -4.03 1.78 -7.23
C 1.07 -2.10 4.76
C 1.44 -2.43 8.62
C -5.60 1.20 -9.03
C 7.17 4.33 -2.95
C -0.66 -2.55 7.41
C -0.41 -1.74 4.44
C 1.89 -1.25 3.77
C 0.86 -2.73 7.22
C 0.74 -4.56 5.44
C -2.36 1.96 -1.92
C 1.33 -3.59 4.43
C 7.63 4.05 -4.36
C -0.11 1.65 -2.80
B -1.51 -2.51 0.43
Be -4.28 1.34 -3.49
H 0.67 -4.86 7.57
H 2.41 -3.77 4.37
H -2.57 1.17 -2.76
H -5.82 0.54 -7.03
H 7.96 4.21 -2.21
H 1.26 -1.39 8.91
H -2.95 2.88 -2.21
H -1.01 -3.11 8.29
H -3.00 3.22 -10.20
H 8.28 4.85 -4.72
H 0.97 -3.06 9.38
H 6.76 5.34 -2.88
H -1.26 -2.92 6.58
H -0.76 -0.91 5.05
H 1.75 -0.18 3.97
H 0.93 -3.82 3.43
H 0.63 0.33 -0.28
H 6.81 3.90 -5.06
H 2.35 -0.03 -0.96
H -0.92 -1.50 7.58
H 2.96 -1.47 3.81
H 1.08 -5.58 5.21
H 2.52 -2.62 8.68
H 2.24 -4.39 6.96
H -0.35 -4.58 5.36
H -0.53 -1.43 3.40
H -1.09 -2.58 4.57
H 1.82 1.73 -0.61
H -3.17 -0.57 -0.58
H -2.34 3.04 -7.80
H 1.57 -1.44 2.74
H -6.48 0.71 -9.42

These are the Mulliken partial charges, in e, on atoms 1 to 2:
1 Br -0.227
2 Br -0.101



- Which value of largest force on an atom does entry 2 give?
  4.9 eV Å⁻¹



- What is the energy in the first record?
  -4464074.509 eV



- Which formula does entry 3 have?
  C21H32BBeBr3Cl3F6KMgN2O7S